Record 1
Below is a molecular structure, C49H63IN2O3SiTi, with properties calculated with the ωB97M-V functional and the def2-TZVPD basis.

Geometry as XYZ:
```
120
Properties=species:S:1:pos:R:3:mulliken_charge:R:1
Ti -0.21 0.07 0.27 -1.671
C -2.50 6.78 0.73 -1.327
C -3.38 5.82 -0.10 2.017
C -4.59 5.39 0.74 -1.596
C -3.88 6.58 -1.33 -2.312
C -2.56 4.59 -0.47 -0.263
C -2.02 3.80 0.55 -0.960
C -1.27 2.68 0.23 -0.017
N -0.69 1.72 1.08 1.376
C -0.57 1.83 2.48 -0.193
C -0.68 2.95 3.28 -1.100
C -0.53 2.82 4.66 -0.157
C -0.28 1.55 5.18 -0.777
C -0.12 0.40 4.41 0.109
C -0.22 0.59 3.03 -0.126
O 0.01 -0.34 2.06 0.637
C 0.15 -0.93 5.12 2.004
C -0.98 -1.18 6.14 -1.780
C 1.49 -0.85 5.86 -1.615
C 0.19 -2.15 4.19 -1.621
C -0.64 4.01 5.61 1.561
C -0.95 5.31 4.86 -1.907
C 0.68 4.18 6.36 -1.670
C -1.77 3.75 6.61 -1.682
C -1.11 2.31 -1.11 0.194
O -0.48 1.10 -1.24 0.286
C -1.62 3.07 -2.16 -0.385
C -2.33 4.21 -1.79 -0.508
C -1.41 2.67 -3.62 2.387
C -2.07 3.65 -4.59 -2.402
C 0.10 2.65 -3.92 -1.413
C -2.01 1.28 -3.88 -1.493
H -3.08 7.66 1.00 0.477
H -1.63 7.09 0.16 0.347
H -2.16 6.31 1.66 0.134
H -5.19 6.26 1.00 0.466
H -4.29 4.89 1.66 0.285
H -5.22 4.70 0.17 0.352
H -4.46 7.44 -1.00 0.447
H -4.54 5.96 -1.94 0.423
H -3.06 6.94 -1.95 0.401
H -2.24 4.06 1.57 0.936
H -0.84 3.93 2.85 0.958
H -0.19 1.45 6.25 0.552
H -1.04 -0.39 6.89 0.329
H -0.80 -2.12 6.66 0.478
H -1.94 -1.25 5.64 0.379
H 1.50 -0.04 6.59 0.322
H 2.31 -0.67 5.15 0.259
H 1.69 -1.78 6.38 0.484
H -0.74 -2.25 3.62 0.205
H 0.31 -3.05 4.79 0.600
H 1.02 -2.10 3.49 0.063
H -0.16 5.57 4.15 0.346
H -1.03 6.13 5.58 0.537
H -1.90 5.26 4.33 0.335
H 1.50 4.38 5.66 0.340
H 0.94 3.30 6.94 0.331
H 0.62 5.03 7.05 0.454
H -2.73 3.61 6.10 0.343
H -1.87 4.61 7.29 0.482
H -1.58 2.87 7.23 0.333
H -2.74 4.83 -2.58 0.778
H -1.67 4.66 -4.48 0.452
H -3.15 3.69 -4.45 0.464
H -1.88 3.33 -5.61 0.434
H 0.51 3.66 -3.81 0.366
H 0.28 2.32 -4.94 0.544
H 0.62 1.99 -3.23 -0.215
H -3.08 1.27 -3.65 0.356
H -1.53 0.51 -3.27 -0.010
H -1.89 1.01 -4.93 0.517
I -5.42 -1.28 2.76 0.167
C -4.16 -1.49 1.13 -0.776
C -4.48 -2.30 0.05 -0.062
C -3.59 -2.40 -1.01 -1.139
C -2.41 -1.69 -0.96 -0.075
N -2.09 -0.92 0.09 0.227
C -2.96 -0.80 1.11 0.056
H -5.41 -2.86 0.04 0.441
H -3.82 -3.01 -1.87 0.477
H -1.69 -1.72 -1.77 0.480
H -2.67 -0.15 1.92 0.252
C 2.24 -0.49 -2.77 -1.982
C 2.23 0.08 -1.41 1.067
O 1.68 -0.65 -0.45 1.086
C 2.70 1.38 -1.08 1.013
C 3.19 2.22 -2.10 -0.533
C 3.58 3.51 -1.80 -1.159
C 3.49 3.96 -0.49 -0.561
C 3.02 3.14 0.54 -1.076
C 2.63 1.86 0.25 0.461
H 1.97 -1.54 -2.75 0.448
H 3.21 -0.37 -3.25 0.523
H 1.50 0.06 -3.36 0.363
H 3.24 1.87 -3.12 0.489
H 3.95 4.16 -2.58 0.493
H 3.80 4.98 -0.26 0.486
H 2.97 3.51 1.55 0.584
H 2.27 1.22 1.05 -0.201
C 1.16 -3.22 0.70 -0.785
Si 2.58 -2.08 0.42 0.306
C 3.30 -1.25 1.90 -0.410
C 3.78 -2.57 -0.87 0.536
C 3.53 -3.65 -1.73 -0.389
C 4.40 -3.95 -2.77 -0.647
C 5.54 -3.17 -2.96 -0.514
C 5.82 -2.11 -2.11 -0.829
C 4.94 -1.82 -1.07 -0.290
H 1.52 -4.10 1.25 0.517
H 0.72 -3.57 -0.23 0.442
H 0.39 -2.76 1.33 -0.106
H 3.78 -2.02 2.52 0.593
H 2.54 -0.76 2.51 -0.263
H 4.07 -0.53 1.64 0.494
H 2.65 -4.27 -1.59 0.394
H 4.20 -4.79 -3.42 0.445
H 6.23 -3.41 -3.76 0.441
H 6.72 -1.53 -2.24 0.449
H 5.18 -1.00 -0.40 0.387
```

The frontier orbital gap is 4.7 eV. As for the total charge: +2. The calculation puts the HOMO energy at -12.133 eV.

***

Record 2
Below is 13 unconnected molecules or ions with the total composition C52H92N10O6S3, with properties calculated with the ωB97M-V functional and the def2-TZVPD basis.

Geometry as XYZ:
```
163
Properties=species:S:1:pos:R:3:mulliken_spin:R:1
C 4.31 -2.26 4.90 0.023
C 2.77 -2.21 4.71 -0.003
C 2.16 -3.58 4.69 0.003
C 2.96 -4.60 3.98 0.010
N 3.61 -5.35 3.36 0.002
H 4.68 -1.25 4.74 -0.006
H 4.75 -2.92 4.16 -0.004
H 4.55 -2.53 5.93 -0.004
H 2.60 -1.52 3.88 0.038
H 2.26 -1.65 5.49 -0.001
H 1.13 -3.69 4.36 0.021
H 2.22 -3.92 5.73 -0.018
C -0.33 5.09 3.27 0.166
C -0.23 4.66 1.83 0.075
C 0.47 5.75 0.99 0.106
C 1.92 5.91 1.35 0.308
N 3.04 6.03 1.62 -0.070
H 0.66 4.99 3.73 0.016
H -0.97 4.48 3.91 0.015
H -0.63 6.14 3.32 -0.054
H -1.24 4.40 1.50 -0.136
H 0.39 3.77 1.75 -0.033
H 0.03 6.75 1.04 -0.185
H 0.35 5.47 -0.05 0.063
C -0.01 -6.56 -0.83 -0.070
C 1.43 -6.41 -0.40 0.012
C 1.81 -4.99 0.02 -0.028
C 0.97 -4.37 1.08 0.082
N 0.29 -3.94 1.94 -0.041
H -0.39 -5.90 -1.61 0.068
H -0.71 -6.40 -0.01 0.004
H -0.20 -7.57 -1.19 -0.020
H 2.07 -6.69 -1.24 0.014
H 1.68 -7.11 0.40 -0.001
H 1.86 -4.35 -0.87 0.011
H 2.86 -4.91 0.30 -0.040
C -3.98 -4.10 0.31 0.057
C -3.30 -3.19 1.34 -0.124
C -3.32 -3.76 2.83 0.025
C -4.66 -3.82 3.48 0.004
N -5.67 -3.81 3.98 -0.006
H -5.05 -3.93 0.21 -0.005
H -3.66 -5.11 0.56 -0.001
H -3.53 -3.86 -0.65 0.017
H -3.80 -2.22 1.45 0.010
H -2.26 -3.08 1.05 0.008
H -2.67 -3.15 3.45 0.011
H -2.88 -4.76 2.89 0.008
C 4.92 -2.17 -4.99 -0.075
C 3.75 -3.14 -5.00 -0.027
C 3.33 -3.63 -3.63 -0.001
C 3.32 -2.63 -2.58 0.292
N 3.29 -1.84 -1.73 -0.178
H 5.25 -2.03 -6.02 -0.091
H 5.80 -2.58 -4.51 -0.008
H 4.72 -1.19 -4.56 0.203
H 3.97 -3.98 -5.66 -0.087
H 3.00 -2.57 -5.56 -0.020
H 4.06 -4.41 -3.43 0.038
H 2.34 -4.10 -3.57 -0.018
C 1.98 3.45 -2.24 0.080
C 2.92 2.28 -2.10 -0.084
C 3.29 1.64 -3.47 0.183
C 2.11 0.89 -4.00 0.546
N 1.14 0.38 -4.44 -0.344
H 1.68 3.97 -1.33 0.130
H 0.98 3.18 -2.60 0.112
H 2.32 4.23 -2.92 -0.299
H 2.64 1.45 -1.45 0.074
H 3.85 2.71 -1.73 0.057
H 4.13 0.98 -3.26 -0.143
H 3.44 2.38 -4.26 -0.064
C -1.59 -1.53 -6.03 0.089
C -2.52 -1.51 -4.77 -0.174
C -2.74 -2.88 -4.21 -0.070
C -1.57 -3.73 -3.85 0.058
N -0.63 -4.35 -3.54 -0.049
H -1.31 -0.49 -6.22 -0.017
H -2.05 -1.91 -6.95 -0.009
H -0.65 -2.05 -5.84 0.048
H -3.49 -1.09 -5.01 0.010
H -1.99 -0.87 -4.07 0.068
H -3.29 -3.47 -4.95 -0.072
H -3.39 -2.89 -3.34 0.188
C -2.74 0.00 2.59 0.073
C -2.71 1.55 2.78 -0.074
C -3.53 2.19 1.70 0.084
C -4.99 1.96 1.61 0.131
N -6.14 1.83 1.60 -0.025
H -2.31 -0.42 1.68 0.040
H -3.78 -0.27 2.76 0.034
H -2.21 -0.45 3.42 -0.011
H -1.66 1.85 2.84 -0.030
H -3.17 1.81 3.73 -0.018
H -3.06 1.92 0.75 0.000
H -3.42 3.25 1.91 -0.040
C 0.87 0.58 1.19 -0.063
C 0.77 -0.81 0.58 -0.090
C 0.13 -0.78 -0.86 0.415
C -1.25 -0.41 -1.05 -0.382
N -2.42 -0.25 -1.23 0.169
H 1.35 0.59 2.17 0.137
H -0.15 0.92 1.37 -0.011
H 1.44 1.27 0.57 -0.080
H 0.22 -1.48 1.25 -0.028
H 1.76 -1.23 0.41 -0.008
H 0.36 -1.68 -1.42 -0.024
H 0.60 0.02 -1.44 0.007
C -2.56 3.01 -4.60 -0.011
C -1.92 4.32 -4.34 0.010
C -2.54 4.87 -3.09 -0.901
S -2.68 3.39 -1.94 1.200
O -4.06 3.36 -1.59 -0.117
O -1.60 3.33 -0.93 -0.365
C -2.41 2.20 -3.30 -0.216
H -2.13 2.43 -5.42 -0.012
H -3.62 3.13 -4.80 0.028
H -2.03 4.98 -5.20 -0.039
H -0.85 4.21 -4.19 0.191
H -3.56 5.24 -3.19 0.013
H -1.90 5.60 -2.59 0.195
H -2.98 1.27 -3.26 0.046
H -1.38 1.96 -3.05 0.027
C -5.99 -1.69 -2.21 0.032
C -6.34 -0.70 -1.09 0.008
C -5.91 0.70 -1.63 0.019
S -6.31 0.69 -3.46 -0.029
O -5.17 1.06 -4.28 0.037
O -7.60 1.39 -3.72 -0.001
C -6.59 -1.20 -3.54 0.008
H -6.18 -2.72 -1.89 -0.015
H -4.90 -1.80 -2.22 0.013
H -5.78 -1.01 -0.20 -0.004
H -7.40 -0.78 -0.85 -0.005
H -4.83 0.72 -1.72 0.008
H -6.35 1.60 -1.20 0.008
H -6.16 -1.60 -4.46 0.001
H -7.66 -1.37 -3.60 -0.003
C 3.07 4.27 5.39 -0.018
C 2.12 3.11 4.96 -0.109
C 2.62 1.76 5.53 0.070
S 4.29 2.11 6.20 -0.105
O 5.31 1.19 5.72 0.014
O 4.24 2.48 7.64 0.014
C 4.45 3.65 5.27 0.007
H 2.69 4.51 6.38 0.016
H 2.98 5.08 4.66 0.007
H 2.00 3.00 3.88 0.076
H 1.13 3.25 5.39 -0.049
H 2.81 1.09 4.70 0.008
H 2.10 1.17 6.29 0.038
H 4.72 3.47 4.22 0.026
H 5.21 4.30 5.69 -0.002
N 6.11 0.88 2.63 -0.081
C 6.51 2.10 2.18 0.023
C 5.41 2.76 1.75 -0.004
C 4.31 1.91 1.83 -0.282
C 4.80 0.76 2.41 0.169
H 6.71 0.19 3.07 -0.012
H 7.55 2.38 2.31 0.012
H 5.34 3.76 1.36 -0.027
H 3.27 1.93 1.54 0.212
H 4.31 -0.13 2.78 -0.005
```

The frontier orbital gap (spin up / spin down) is 1.4 / 8.7 eV. As for the multiplicity: 2. As for the total charge: -1. The calculation puts the HOMO energy (spin up / spin down) at 0.464 / -6.817 eV. As for the expectation value of S²: 0.7504.

***

Record 3
Below is a molecular structure, C3H5NO2S, with properties calculated with the ωB97M-V functional and the def2-TZVPD basis.

Geometry as XYZ:
```
12
Properties=species:S:1:pos:R:3:mulliken_charge:R:1
C -2.14 1.31 0.13 -0.218
C -1.09 0.78 0.03 -0.593
C 0.26 -0.61 -0.62 -0.199
N 0.17 -1.79 -0.06 -0.367
O 2.37 -0.42 0.96 -0.548
O 1.17 1.70 0.10 -0.408
S 1.92 0.30 -0.19 0.577
H -3.03 1.86 0.23 0.420
H 0.08 -0.42 -1.60 0.471
H 0.29 1.61 0.50 0.410
H -0.61 -2.45 -0.27 0.258
H 0.63 -1.85 0.80 0.197
```

The frontier orbital gap is 10.4 eV. As for the total charge: 0. The calculation puts the HOMO energy at -9.801 eV.

***

Record 4
Below is a molecular structure, C22H49N2OP3SeTi, with properties calculated with the ωB97M-V functional and the def2-TZVPD basis.

Geometry as XYZ:
```
79
Properties=species:S:1:pos:R:3:mulliken_spin:R:1
Ti 0.55 -0.21 0.53 0.078
P -0.79 -2.41 0.88 -0.005
P 2.42 -0.74 2.11 -0.005
P 1.85 -1.70 -1.22 0.027
H -2.50 4.40 -7.02 0.000
C -2.46 3.45 -7.57 0.001
C -3.54 2.67 -7.69 -0.001
H -4.50 2.94 -7.25 0.000
C -2.27 -2.22 1.93 0.001
C 0.03 -3.76 1.80 0.001
C -1.52 -3.34 -0.52 0.002
C 3.73 0.54 2.13 0.003
C 1.77 -0.59 3.81 0.000
C 3.44 -2.26 2.25 0.002
C 1.23 -1.70 -2.93 -0.002
C 2.18 -3.47 -0.92 0.016
C 3.56 -1.11 -1.45 0.006
H -1.52 3.20 -8.06 0.000
H -3.51 1.74 -8.27 0.000
H -2.94 -1.45 1.52 -0.001
H -1.97 -1.94 2.95 0.000
H -2.78 -3.19 1.96 0.000
H 0.36 -3.41 2.78 0.000
H 0.89 -4.18 1.27 0.000
H -0.72 -4.55 1.94 0.000
H -2.16 -2.67 -1.11 0.000
H -2.14 -4.14 -0.10 0.000
H -0.78 -3.77 -1.20 0.000
H 4.34 0.42 3.03 0.000
H 3.27 1.53 2.13 0.001
H 4.37 0.47 1.24 0.001
H 2.60 -0.59 4.54 0.000
H 1.10 -1.43 4.03 0.000
H 1.18 0.33 3.90 0.000
H 4.10 -2.14 3.12 0.000
H 4.06 -2.42 1.36 0.000
H 2.82 -3.15 2.40 0.000
H 1.81 -2.45 -3.49 -0.001
H 1.35 -0.70 -3.36 0.003
H 0.17 -1.97 -2.95 0.002
H 2.85 -3.78 -1.74 0.001
H 1.28 -4.09 -0.95 0.001
H 2.71 -3.64 0.03 -0.001
H 4.03 -1.83 -2.14 -0.001
H 4.13 -1.08 -0.52 0.000
H 3.55 -0.11 -1.90 -0.007
C 0.87 2.04 -2.59 0.125
C -0.44 1.67 -2.95 0.018
C -0.95 2.04 -4.20 -0.006
C -0.18 2.81 -5.08 0.132
C 1.12 3.19 -4.71 -0.009
C 1.65 2.81 -3.48 0.072
Se 1.64 1.62 -0.88 0.526
H 0.17 -1.05 -0.91 -0.027
H -1.05 1.11 -2.23 0.003
H -1.96 1.75 -4.49 0.001
H -0.59 3.12 -6.04 0.025
H 1.72 3.80 -5.39 0.002
H 2.65 3.11 -3.19 -0.003
C -3.29 1.25 0.98 -0.002
N -2.70 1.45 2.31 0.003
C -3.62 1.87 3.36 0.000
C -1.41 1.24 2.56 -0.003
O -0.65 0.76 1.63 0.014
N -0.87 1.51 3.81 0.003
C -1.31 0.80 5.03 0.000
C -0.20 2.80 4.04 -0.001
H -4.10 0.52 1.07 0.000
H -2.56 0.91 0.25 0.000
H -3.72 2.21 0.64 0.000
H -3.85 1.03 4.03 0.000
H -3.20 2.70 3.94 0.000
H -4.54 2.21 2.89 0.000
H -0.42 0.57 5.64 0.000
H -2.01 1.40 5.64 0.000
H -1.80 -0.14 4.76 0.000
H 0.73 2.63 4.61 0.000
H 0.05 3.27 3.08 0.001
H -0.84 3.50 4.62 0.000
```

The frontier orbital gap (spin up / spin down) is 5.7 / 3.9 eV. As for the multiplicity: 2. As for the total charge: +3. The calculation puts the HOMO energy (spin up / spin down) at -15.401 / -15.400 eV. As for the expectation value of S²: 0.7856.